C44H61BF7N9O4P3 | ωB97M-V/def2-TZVPD

Summary:
Frontier orbital gap   6.3 eV
F_max   1.4 eV/Å
Total charge   -1
Energy   -115783.7067 eV
HOMO   -4.223 eV
Lowest unoccupied orbital energy   0.077 Ha

Cartesian coordinates (Å):
C  -0.238  -1.062  2.212
B  -1.520  -1.548  1.440
O  -2.709  -1.577  2.169
P  -1.633  -2.127  -0.448
P  -2.624  -4.028  0.438
C  -4.420  -3.772  0.142
C  -2.244  -5.522  -0.579
C  -0.903  -0.430  -1.164
F  -0.851  -0.317  -2.522
F  0.403  -0.245  -0.761
C  -1.607  0.875  -0.695
F  -1.254  1.226  0.563
F  -1.152  1.894  -1.496
C  -3.148  0.949  -0.831
F  -3.766  0.392  0.235
F  -3.526  2.255  -0.884
F  -3.570  0.351  -1.971
O  -1.621  -2.735  -2.069
C  -0.487  -3.438  -2.468
C  0.443  -3.593  -1.243
P  2.222  -3.311  -1.552
O  3.061  -4.083  -0.604
O  -0.049  -2.835  -0.207
H  0.695  -1.166  1.682
H  -0.382  -0.010  2.453
H  -0.176  -1.571  3.172
H  -2.532  -2.063  2.975
H  -2.979  -1.670  -0.673
H  -4.733  -2.907  0.708
H  -4.954  -4.632  0.523
H  -4.641  -3.588  -0.908
H  -2.975  -6.286  -0.333
H  -2.316  -5.370  -1.653
H  -1.276  -5.927  -0.327
H  -0.771  -4.383  -2.909
H  0.014  -2.800  -3.206
H  0.458  -4.642  -0.940
H  2.434  -1.920  -1.468
H  2.482  -3.720  -2.881
N  0.239  4.044  0.301
C  1.299  3.404  -0.266
C  2.361  4.268  -0.259
C  1.921  5.480  0.342
C  0.604  5.307  0.677
H  -0.671  3.641  0.420
H  1.210  2.393  -0.625
H  3.345  4.054  -0.639
H  2.501  6.372  0.509
H  -0.100  5.971  1.149
N  -4.709  2.090  2.535
C  -5.448  3.066  1.930
C  -6.219  3.666  2.891
C  -5.929  3.024  4.126
C  -4.992  2.058  3.870
H  -4.058  1.486  2.068
H  -5.363  3.249  0.873
H  -6.913  4.473  2.727
H  -6.358  3.245  5.090
H  -4.507  1.351  4.520
N  6.248  3.547  -1.560
C  7.475  2.952  -1.649
C  8.335  3.643  -0.839
C  7.591  4.695  -0.237
C  6.307  4.606  -0.701
H  5.425  3.248  -2.050
H  7.629  2.091  -2.276
H  9.379  3.419  -0.692
H  7.956  5.431  0.461
H  5.435  5.201  -0.493
N  -7.264  -3.412  -2.836
C  -8.354  -3.664  -2.052
C  -9.006  -4.748  -2.577
C  -8.275  -5.168  -3.721
C  -7.204  -4.325  -3.852
H  -6.602  -2.673  -2.683
H  -8.572  -3.054  -1.193
H  -9.904  -5.192  -2.183
H  -8.506  -5.996  -4.370
H  -6.408  -4.297  -4.575
N  -7.858  -0.508  -5.933
C  -8.196  0.725  -6.418
C  -8.466  1.536  -5.349
C  -8.281  0.759  -4.172
C  -7.905  -0.497  -4.567
H  -7.614  -1.303  -6.492
H  -8.215  0.919  -7.476
H  -8.761  2.570  -5.402
H  -8.408  1.086  -3.154
H  -7.669  -1.379  -4.001
N  9.467  4.073  2.757
C  10.693  3.470  2.676
C  11.546  4.138  3.512
C  10.804  5.185  4.123
C  9.525  5.117  3.637
H  8.648  3.796  2.240
H  10.853  2.621  2.032
H  12.585  3.904  3.669
H  11.167  5.905  4.836
H  8.657  5.718  3.841
N  7.874  0.869  2.652
C  6.815  0.529  3.450
C  6.135  -0.486  2.834
C  6.812  -0.773  1.617
C  7.880  0.078  1.534
H  8.546  1.585  2.857
H  6.637  1.038  4.382
H  5.250  -0.970  3.210
H  6.541  -1.518  0.889
H  8.639  0.191  0.780
N  3.075  -4.764  -5.902
C  4.243  -5.224  -5.356
C  4.133  -6.580  -5.213
C  2.849  -6.954  -5.697
C  2.222  -5.811  -6.114
H  2.874  -3.805  -6.109
H  5.044  -4.548  -5.112
H  4.886  -7.232  -4.805
H  2.434  -7.946  -5.730
H  1.245  -5.654  -6.538
N  -2.473  3.771  7.416
C  -1.991  3.194  8.559
C  -2.032  1.836  8.391
C  -2.558  1.586  7.093
C  -2.820  2.800  6.517
H  -2.561  4.756  7.259
H  -1.661  3.795  9.389
H  -1.718  1.103  9.114
H  -2.723  0.625  6.636
H  -3.219  3.057  5.553

Atomic forces in eV per Å
C -0.2 -0.3 0.0
B -0.1 0.4 0.0
O 0.0 -0.2 -0.6
P -0.7 -0.3 0.1
P 0.6 -0.3 1.1
C 0.4 0.1 -0.3
C -0.5 0.2 -0.3
C 0.1 -0.2 0.4
F -0.1 0.0 -0.2
F 0.2 0.3 0.1
C 0.3 0.5 -0.9
F -0.4 -0.2 0.1
F -0.1 -0.1 0.2
C -0.6 -0.1 -0.3
F 0.2 0.4 -0.8
F 0.1 -0.8 0.1
F 0.3 0.6 1.1
O -0.3 -0.4 0.3
C 0.2 1.4 0.0
C -0.3 -0.7 -0.5
P 0.1 -0.5 0.9
O 0.4 0.0 0.1
O 0.2 0.6 -0.1
H 0.2 -0.1 -0.1
H -0.1 0.2 0.0
H 0.2 -0.2 0.3
H -0.1 0.1 0.6
H 0.3 0.2 -0.2
H 0.0 0.3 0.2
H -0.3 -0.3 -0.1
H -0.2 -0.1 -0.2
H -0.2 -0.2 0.2
H 0.1 0.1 -0.2
H 0.3 0.0 0.1
H 0.1 -0.4 -0.2
H 0.2 -0.2 -0.4
H 0.1 -0.3 0.0
H -0.2 0.1 -0.4
H -0.3 0.4 -0.2
N 0.0 0.1 0.0
C 0.1 -0.1 0.0
C 0.0 0.1 0.0
C 0.0 0.0 0.0
C 0.0 0.0 0.0
H 0.0 -0.1 0.0
H 0.0 0.0 0.0
H 0.0 0.0 0.0
H 0.0 0.0 0.0
H 0.0 0.0 0.0
N 0.0 0.1 0.1
C 0.0 0.0 0.0
C 0.0 0.0 0.0
C 0.0 0.0 0.0
C 0.0 -0.1 -0.1
H 0.0 -0.1 0.0
H 0.0 0.0 0.0
H 0.0 0.0 0.0
H 0.0 0.0 0.0
H 0.0 0.0 0.0
N 0.1 0.0 0.0
C -0.1 0.0 0.0
C 0.0 0.0 0.1
C 0.1 0.0 0.1
C -0.1 0.0 0.0
H -0.1 0.0 0.0
H 0.0 0.0 0.0
H 0.0 0.0 0.0
H 0.0 0.0 0.0
H 0.0 0.0 0.0
N 0.0 -0.1 0.0
C 0.0 0.1 0.0
C 0.0 0.0 0.0
C 0.0 0.0 0.0
C 0.0 0.1 0.0
H 0.1 -0.1 0.1
H 0.0 0.0 0.0
H 0.0 0.0 0.0
H 0.0 0.0 0.0
H 0.0 0.0 0.0
N 0.0 0.1 0.0
C 0.0 0.0 0.0
C 0.0 0.0 0.0
C 0.0 0.0 0.0
C 0.0 0.1 -0.1
H 0.0 -0.1 0.0
H 0.0 0.0 0.0
H 0.0 0.0 0.0
H 0.0 0.0 0.0
H -0.1 0.0 0.0
N -0.1 -0.1 0.0
C -0.1 0.0 0.0
C 0.0 0.0 0.0
C 0.0 0.0 0.0
C 0.0 0.0 0.0
H 0.0 0.1 -0.1
H 0.0 0.0 0.0
H 0.0 0.0 0.0
H 0.0 0.0 0.0
H 0.0 0.0 0.0
N 0.0 0.0 0.0
C 0.0 0.0 0.0
C 0.0 0.0 0.0
C 0.0 0.0 0.0
C 0.0 0.0 0.0
H 0.1 0.0 0.1
H 0.0 0.0 0.0
H 0.0 0.0 0.0
H 0.0 0.0 0.0
H 0.0 0.0 0.0
N 0.0 -0.1 0.0
C 0.0 0.1 0.0
C 0.0 0.0 0.0
C 0.0 0.0 0.0
C 0.0 0.0 0.0
H 0.0 0.1 0.0
H 0.0 0.0 0.0
H 0.0 0.0 0.0
H 0.0 0.0 0.0
H 0.0 0.0 0.0
N 0.0 -0.1 0.0
C 0.0 0.0 0.0
C 0.0 0.0 0.0
C 0.0 0.0 0.0
C 0.0 0.1 0.0
H 0.0 0.1 0.0
H 0.0 0.0 0.0
H 0.0 0.0 0.0
H 0.0 0.0 0.0
H 0.0 0.0 0.0

Here are the Löwdin charges for atoms 1 to 4, given in e: C -0.028; B -0.611; O 0.007; P 0.573